18
Properties=species:S:1:pos:R:3:forces:R:3 method="wB97M-V/def2-TZVPD" de_lowest_kj_mol=337.06 gap_ev=9.316
C 2.298 -0.574 -0.255 0.137 -0.278 0.074
C 1.290 0.207 0.085 -2.999 -0.041 0.198
C 1.400 1.666 0.379 -0.027 -0.016 0.019
N -0.158 -0.292 0.094 2.506 0.547 -0.760
C -0.362 -1.565 0.744 -0.354 0.121 0.280
O -1.071 0.684 0.556 0.634 -0.266 0.439
C -2.079 0.880 -0.413 -0.061 -0.028 -0.252
H 2.194 -1.615 -0.496 -0.112 -0.216 -0.062
H 3.293 -0.170 -0.303 0.141 0.142 0.037
H 2.442 1.971 0.432 0.052 -0.041 -0.049
H 0.905 1.898 1.321 0.035 0.069 -0.016
H 0.900 2.241 -0.402 -0.007 0.059 0.047
H 0.319 -2.288 0.307 -0.023 -0.031 0.000
H -0.202 -1.526 1.831 0.019 0.011 -0.075
H -1.386 -1.890 0.548 0.093 -0.060 0.042
H -2.797 0.053 -0.416 0.028 0.048 -0.015
H -1.642 0.977 -1.411 -0.027 0.030 0.073
H -2.586 1.805 -0.139 -0.034 -0.052 0.020


66
Properties=species:S:1:pos:R:3:forces:R:3 method="wB97M-V/def2-TZVPD" de_lowest_kj_mol=0.00 gap_ev=10.387
B 0.843 -1.634 3.164 -0.262 0.207 0.054
C 1.483 -0.622 2.156 0.114 -0.673 -0.924
C 1.863 -1.519 0.960 0.374 -0.025 1.543
C 3.097 -2.339 1.039 -0.058 1.561 -1.516
O 2.949 -1.155 0.147 -0.301 -0.462 -0.351
H -0.296 -1.959 3.022 0.023 -0.059 -0.026
H 1.488 -2.133 4.023 0.047 -0.087 0.008
H 0.783 0.124 1.783 0.014 0.172 0.107
H 2.412 -0.185 2.509 -0.033 0.246 0.112
H 1.045 -1.983 0.426 -0.200 0.009 -0.136
H 3.932 -2.038 1.650 -0.215 -0.712 0.858
H 3.102 -3.270 0.494 0.310 -0.176 0.091
C 5.251 0.909 5.189 -0.068 -0.002 -0.072
C 4.259 -0.059 5.808 0.119 -0.067 -0.106
O 3.526 -0.782 4.822 0.104 0.135 0.097
H 4.735 1.614 4.536 -0.008 0.018 0.023
H 5.784 1.470 5.957 0.009 -0.011 0.008
H 5.987 0.374 4.585 0.034 -0.003 0.041
H 3.517 0.477 6.397 -0.033 -0.022 0.006
H 4.776 -0.760 6.473 -0.019 0.042 0.061
H 4.157 -1.282 4.294 -0.029 -0.032 0.017
C 0.790 -0.074 -2.526 -0.011 -0.021 0.003
C 1.635 1.185 -2.467 0.060 -0.139 0.201
O 1.949 1.550 -1.127 -0.112 0.041 -0.050
H -0.135 0.057 -1.960 -0.030 0.022 -0.049
H 0.532 -0.328 -3.556 -0.040 0.006 0.010
H 1.328 -0.914 -2.085 0.071 -0.049 -0.010
H 1.085 2.022 -2.897 0.069 0.082 0.033
H 2.560 1.056 -3.039 -0.056 0.002 -0.090
H 2.448 0.824 -0.732 0.015 -0.021 0.026
C -0.657 -2.470 -5.867 0.013 0.039 0.041
C -1.544 -2.614 -4.644 -0.111 0.094 -0.223
O -2.272 -1.414 -4.382 0.131 -0.021 0.010
H 0.043 -1.645 -5.733 0.024 -0.017 0.015
H -0.090 -3.383 -6.053 -0.011 -0.009 -0.007
H -1.257 -2.253 -6.754 -0.005 -0.054 -0.015
H -0.943 -2.814 -3.758 -0.054 0.042 0.062
H -2.245 -3.445 -4.774 0.069 -0.071 0.069
H -2.813 -1.233 -5.157 -0.008 0.058 0.033
C -5.013 -1.891 -0.942 0.025 -0.080 0.042
C -4.153 -2.590 -1.978 -0.254 -0.104 0.050
O -4.226 -4.012 -1.862 0.089 0.044 0.011
H -4.710 -2.185 0.064 0.026 0.025 0.004
H -4.928 -0.807 -1.029 -0.007 0.003 -0.012
H -6.064 -2.163 -1.064 -0.010 0.046 -0.034
H -3.105 -2.327 -1.847 0.036 -0.040 -0.044
H -4.445 -2.291 -2.988 0.069 0.095 -0.002
H -5.144 -4.272 -1.990 0.014 -0.011 0.023
C -1.005 3.686 2.910 -0.078 0.212 -0.032
C -0.722 2.258 3.327 -0.093 -0.001 -0.317
O -1.765 1.384 2.909 0.106 -0.092 0.059
H -1.952 4.034 3.325 0.004 -0.050 0.062
H -0.217 4.370 3.230 0.041 -0.055 0.015
H -1.086 3.747 1.823 0.051 -0.003 -0.003
H -0.652 2.167 4.411 -0.038 -0.044 0.012
H 0.228 1.930 2.893 0.082 0.046 0.129
H -1.843 1.460 1.950 -0.087 0.090 0.003
C -1.620 3.678 -2.531 -0.098 -0.109 0.012
C -1.454 3.518 -1.032 0.164 -0.148 -0.012
O -2.175 2.395 -0.518 0.007 0.031 0.032
H -2.671 3.799 -2.795 -0.008 0.032 0.033
H -1.068 4.548 -2.889 0.025 -0.013 -0.004
H -1.249 2.793 -3.056 0.049 0.026 -0.010
H -1.841 4.394 -0.514 -0.045 -0.040 0.066
H -0.394 3.410 -0.775 0.013 0.090 -0.027
H -1.833 1.608 -0.957 -0.020 0.004 -0.011


176
Properties=species:S:1:pos:R:3:forces:R:3 method="wB97M-V/def2-TZVPD" de_lowest_kj_mol=280.35 gap_ev=9.118
C 4.992 -0.613 4.915 -1.121 0.129 -0.291
O 3.663 -0.417 5.434 0.557 -0.453 -0.461
C 2.688 -1.147 4.650 0.660 3.134 -0.136
C 1.286 -0.562 4.947 0.999 0.427 -0.504
C 0.308 -1.169 4.001 0.228 -0.454 -0.498
N 1.348 0.894 4.598 1.550 -0.469 2.047
H 5.632 0.108 5.349 0.524 0.806 0.782
H 5.087 -0.441 3.828 -0.490 -0.188 0.163
H 5.381 -1.588 5.155 0.053 -0.634 0.049
H 2.992 -0.853 3.610 -0.854 -0.770 0.382
H 2.803 -2.177 4.846 -0.133 -1.470 0.076
H 0.950 -0.765 5.978 0.421 0.195 -0.056
H 0.567 -0.829 3.015 0.276 -0.061 -0.699
H -0.686 -0.805 4.141 -0.804 0.014 0.430
H 0.359 -2.254 4.010 -0.273 -0.222 0.077
H 0.411 1.222 4.634 -1.165 0.480 0.138
H 1.830 1.371 5.404 -0.457 -0.499 -1.296
C -0.888 5.206 -4.868 0.395 -0.501 0.761
O 0.265 4.472 -5.210 0.742 -0.475 0.050
C 0.592 3.342 -4.407 0.439 -1.090 -1.942
C 1.846 2.634 -4.997 0.593 1.295 -0.119
C 3.125 3.523 -4.954 -1.244 -1.161 -0.479
N 1.631 2.261 -6.388 -0.737 -0.949 0.112
H -1.770 4.594 -4.951 -0.643 -0.419 -0.388
H -0.964 6.053 -5.566 0.120 -0.152 0.653
H -0.839 5.426 -3.788 -0.039 0.777 -0.351
H 0.752 3.515 -3.375 0.008 0.880 1.292
H -0.136 2.531 -4.498 -0.780 0.297 0.112
H 1.977 1.713 -4.447 0.073 -0.299 0.419
H 3.904 3.018 -5.517 0.045 0.057 -0.201
H 3.515 3.650 -3.956 -0.151 0.527 0.352
H 2.784 4.413 -5.478 0.637 0.521 0.294
H 1.393 3.087 -6.920 -0.106 0.111 -0.087
H 0.798 1.646 -6.398 0.610 0.481 -0.343
C -3.191 -0.802 -5.574 -2.869 0.238 0.152
O -3.655 -1.118 -4.250 0.395 1.478 -0.407
C -4.282 -2.357 -4.144 -0.377 -0.114 -0.445
C -4.708 -2.603 -2.716 0.827 1.417 1.675
C -3.451 -2.661 -1.752 0.002 -0.460 -1.279
N -5.581 -3.774 -2.619 2.099 -2.079 0.078
H -2.330 -1.347 -5.800 1.759 -0.634 -0.341
H -3.114 0.278 -5.687 0.541 -0.025 0.435
H -3.948 -1.060 -6.359 0.260 -0.140 0.660
H -5.185 -2.378 -4.750 -0.210 -0.086 -0.300
H -3.585 -3.079 -4.544 0.173 -0.958 0.065
H -5.280 -1.676 -2.425 0.302 -0.920 -0.272
H -2.551 -2.195 -2.196 -0.560 0.054 0.276
H -3.181 -3.687 -1.523 0.041 -0.562 -0.486
H -3.616 -2.291 -0.766 -0.373 0.927 0.648
H -4.877 -4.595 -2.748 -1.693 1.443 -0.153
H -5.804 -3.946 -1.633 -0.235 0.489 -0.250
C 4.952 -0.369 0.539 1.517 0.177 0.750
O 4.992 -0.966 -0.732 -0.267 -0.270 1.272
C 4.790 0.016 -1.682 0.812 0.540 -0.875
C 5.434 -0.443 -2.970 0.729 1.488 -2.341
C 6.944 -0.517 -2.877 1.601 0.189 0.625
N 5.165 0.589 -4.031 0.467 -0.279 0.664
H 5.822 0.340 0.629 -0.514 -0.687 0.151
H 5.016 -1.157 1.293 0.149 0.094 -0.064
H 4.092 0.246 0.765 -0.755 0.063 -0.342
H 3.749 0.266 -1.772 -0.889 -0.116 -0.360
H 5.269 0.955 -1.349 0.176 -0.158 -0.315
H 5.116 -1.415 -3.350 -0.485 -0.218 0.573
H 7.249 -1.322 -2.243 0.034 -1.006 0.267
H 7.466 0.300 -2.370 -0.728 0.619 -0.004
H 7.556 -0.604 -3.798 -1.005 -0.243 0.008
H 5.869 0.499 -4.779 -0.981 0.020 0.425
H 4.215 0.524 -4.372 0.102 -0.041 -0.350
C -3.387 6.000 -1.788 0.898 1.174 0.903
O -2.654 4.892 -1.212 -1.672 0.326 -1.006
C -3.441 3.707 -1.512 0.432 -1.168 1.279
C -2.799 2.518 -0.751 -1.726 0.976 0.267
C -3.491 1.202 -1.018 1.687 -0.536 -1.279
N -2.924 2.787 0.684 0.772 -1.028 -0.028
H -2.821 6.960 -1.938 0.346 -1.259 0.339
H -4.204 6.317 -1.150 -0.365 -0.336 0.306
H -3.784 5.754 -2.741 -0.363 -0.463 -0.994
H -4.539 3.756 -1.292 0.904 0.499 0.208
H -3.331 3.419 -2.535 0.022 0.294 -1.223
H -1.818 2.453 -1.160 1.423 0.045 0.122
H -3.045 0.375 -0.435 -0.080 0.497 -0.255
H -3.447 0.950 -2.095 0.067 -0.067 0.382
H -4.489 1.305 -0.766 -2.173 0.017 0.591
H -2.582 3.709 0.883 0.156 0.471 0.098
H -2.297 2.112 1.142 -0.571 0.319 0.124
C -1.442 -3.712 1.272 0.439 1.113 -0.618
O -2.076 -2.670 1.991 0.356 -0.178 -0.234
C -2.994 -3.198 2.913 -0.508 0.157 -0.226
C -3.817 -2.070 3.476 -0.235 1.013 0.159
C -4.566 -2.495 4.753 2.158 0.013 0.278
N -4.661 -1.355 2.497 0.462 -0.497 0.361
H -0.602 -3.252 0.749 0.043 -0.038 -0.026
H -2.114 -4.094 0.513 -0.212 -0.460 -0.038
H -1.041 -4.488 1.910 -0.090 -0.346 0.338
H -3.631 -3.894 2.407 -0.617 -0.804 -0.460
H -2.447 -3.732 3.671 0.232 -0.272 0.655
H -3.032 -1.410 3.782 0.350 1.070 0.358
H -5.156 -1.765 5.343 0.746 -0.084 -0.612
H -3.677 -2.911 5.308 -1.167 0.578 0.420
H -5.163 -3.349 4.599 -1.071 -1.050 -0.455
H -5.459 -1.958 2.416 -0.681 0.001 -0.580
H -4.215 -1.265 1.573 -0.139 -0.083 0.667
C 3.057 -7.884 -0.131 0.534 -0.692 0.401
O 3.587 -6.577 -0.274 -0.589 0.253 0.292
C 2.780 -5.614 0.430 0.263 0.440 -0.352
C 3.507 -4.242 0.577 -1.502 -0.602 -0.653
C 2.551 -3.234 1.321 0.427 -0.018 -1.549
N 3.863 -3.702 -0.786 -0.261 -0.899 1.365
H 3.572 -8.596 -0.775 0.343 0.428 -0.325
H 2.000 -8.000 -0.404 0.000 0.471 0.312
H 3.268 -8.281 0.886 -0.529 0.375 -0.230
H 1.795 -5.547 -0.101 0.618 0.245 0.457
H 2.630 -5.921 1.469 -0.246 -0.397 -0.032
H 4.374 -4.446 1.192 0.451 0.026 0.133
H 1.949 -2.860 0.480 -0.033 0.329 0.352
H 3.168 -2.418 1.702 -0.271 0.058 0.068
H 1.834 -3.552 2.093 0.660 -0.487 -0.119
H 4.366 -4.458 -1.246 0.012 0.103 -0.041
H 4.527 -2.946 -0.659 -0.081 0.230 -0.240
C -0.857 1.776 7.328 -0.558 0.782 1.142
O -1.399 1.530 6.081 -0.050 -0.217 -0.942
C -2.808 1.358 5.975 -0.093 -1.431 -0.113
C -3.338 2.072 4.730 0.269 -0.423 1.028
C -3.019 3.560 4.922 0.987 -0.674 -1.646
N -4.750 1.801 4.613 -0.497 -0.295 0.647
H -1.142 0.999 8.075 0.105 0.549 -0.280
H -1.177 2.796 7.638 -0.003 -0.589 0.426
H 0.227 1.833 7.279 0.128 -0.304 -0.305
H -2.974 0.277 5.899 -0.019 -0.213 -0.514
H -3.433 1.540 6.848 0.401 1.079 0.471
H -2.835 1.569 3.917 0.669 0.506 -0.693
H -3.338 4.166 4.068 -0.311 -0.071 0.106
H -1.909 3.628 4.887 -0.730 0.226 0.596
H -3.464 3.924 5.834 0.027 0.202 0.354
H -5.197 2.588 4.206 -0.591 0.487 -0.469
H -4.993 0.962 4.091 0.339 0.226 -0.041
C 0.096 0.191 -1.973 0.576 0.301 -0.273
O 1.044 -0.415 -2.873 -0.579 1.082 0.962
C 0.807 -1.789 -2.963 1.091 -1.327 -0.208
C 1.826 -2.307 -4.015 -0.844 0.854 0.954
C 1.463 -2.137 -5.456 0.088 -1.857 -0.527
N 2.312 -3.632 -3.839 0.402 -0.488 0.032
H 0.270 1.281 -1.861 0.422 -0.597 -0.171
H 0.149 -0.273 -0.966 -0.272 0.135 -0.514
H -0.873 0.116 -2.454 -0.563 -0.270 0.385
H 1.110 -2.339 -2.039 -0.465 0.545 -0.095
H -0.239 -2.010 -3.195 -0.139 -0.016 -0.089
H 2.638 -1.637 -3.812 0.828 0.499 0.035
H 2.404 -2.435 -5.920 -0.117 0.526 -0.744
H 1.087 -1.191 -5.775 0.000 0.761 -0.043
H 0.753 -2.930 -5.789 0.105 0.485 0.331
H 2.661 -3.868 -2.913 -0.370 0.029 -0.159
H 1.708 -4.303 -4.273 -0.104 -0.507 0.279
C 2.858 3.438 -0.892 0.490 0.383 -0.143
O 3.028 3.081 0.444 -0.698 -1.343 1.092
C 2.069 3.600 1.328 -0.034 3.466 0.013
C 0.701 2.964 1.397 -0.297 0.074 -1.452
C -0.176 3.620 2.405 1.024 -0.926 2.321
N 0.896 1.600 1.642 0.140 -2.719 0.953
H 3.294 4.447 -0.940 -0.159 -0.156 -0.903
H 1.823 3.442 -1.233 -0.214 0.073 0.119
H 3.394 2.680 -1.468 0.136 0.447 -0.219
H 2.532 3.605 2.326 -0.184 -0.280 -0.170
H 1.885 4.705 1.082 0.450 -0.958 0.182
H 0.149 3.023 0.440 0.443 0.280 -0.060
H 0.431 3.869 3.309 -0.419 -0.109 -0.391
H -1.038 3.040 2.766 0.343 -0.087 -0.435
H -0.503 4.507 1.995 -0.961 2.160 -0.653
H 1.246 1.463 2.602 0.012 -0.074 -0.358
H 1.641 1.305 1.019 0.016 -0.400 0.053
O -5.907 3.011 0.820 0.677 0.637 -0.414
H -6.660 2.516 1.124 0.087 -0.627 0.291
H -5.038 2.571 0.964 -0.604 0.129 0.190
O -1.662 0.147 1.695 -0.885 0.864 -0.013
H -1.657 -0.796 1.615 -0.020 -1.110 0.095
H -0.755 0.432 1.809 0.927 0.415 -0.159


71
Properties=species:S:1:pos:R:3:forces:R:3 method="wB97M-V/def2-TZVPD" gap_ev="4.878 / 6.512" spin_multiplicity=6 s2=8.757
Pt -2.591 -3.273 -0.512 1.283 -0.839 -1.643
Pt -4.484 1.676 -0.376 1.212 0.636 -0.460
C -4.127 -0.948 3.169 0.810 -0.526 -2.351
F -4.499 -1.843 4.033 0.188 -0.806 0.236
F -4.691 0.171 3.442 -0.857 2.068 0.602
F -2.785 -0.772 3.169 -0.867 -0.504 -0.085
S -4.795 -1.410 1.365 -4.526 -2.114 1.693
O -4.780 -0.183 0.560 0.295 1.456 -0.315
O -3.927 -2.440 0.855 -0.156 0.463 1.352
O -6.191 -1.903 1.524 3.105 1.485 0.255
C 0.088 0.609 0.417 0.417 0.376 -0.890
F -0.369 0.652 1.667 0.139 -0.038 -0.780
F 0.796 1.725 0.134 -1.297 -1.010 0.365
F 0.927 -0.426 0.258 -0.641 0.238 0.256
S -1.393 0.328 -0.840 0.669 -2.047 -2.549
O -2.434 1.215 -0.353 0.410 1.054 0.863
O -0.930 0.695 -2.218 -0.893 -0.398 3.439
O -1.822 -1.088 -0.674 1.359 2.596 0.186
C -1.907 5.256 1.254 0.171 -1.617 -1.611
F -2.603 6.015 2.017 -1.232 0.714 1.011
F -0.751 5.840 1.030 0.544 0.063 -0.406
F -1.674 4.063 1.860 -0.292 0.674 -0.467
S -2.843 4.945 -0.456 -1.537 3.937 -3.283
O -3.744 6.095 -0.836 2.161 -2.569 2.324
O -1.842 4.801 -1.521 -0.236 -0.607 1.352
O -3.603 3.723 -0.226 -0.926 -1.412 1.167
O -3.839 2.387 -2.533 -0.650 -0.378 0.064
H -2.972 2.774 -2.652 0.637 0.338 0.544
H -4.196 2.321 -3.419 -0.468 -0.205 -0.147
O -2.199 -2.586 -2.853 -0.425 -0.342 -0.389
H -1.390 -2.324 -3.292 0.671 0.406 -0.122
H -2.895 -2.317 -3.452 -0.357 -0.042 -0.127
O 0.381 2.324 -4.425 0.068 -0.258 -0.303
H -0.229 2.953 -4.810 -0.041 0.214 -0.133
H 0.051 2.182 -3.538 -0.006 0.095 0.467
O 3.073 2.582 -1.373 0.550 -0.448 0.206
H 2.126 2.636 -1.503 -0.431 0.275 -0.158
H 3.386 3.476 -1.515 0.053 0.121 -0.132
O 0.679 4.028 -1.781 0.796 -0.409 -0.163
H 1.082 4.778 -1.344 0.036 0.188 0.122
H -0.230 4.294 -1.923 -0.576 0.180 0.197
O -0.295 -3.363 -0.992 0.172 -0.750 0.281
H 0.228 -2.612 -0.712 0.433 0.498 0.111
H -0.177 -3.398 -1.941 0.200 -0.103 -0.335
O 0.538 -0.832 -3.806 -0.001 -0.776 -0.251
H 0.073 -0.026 -3.581 -0.138 0.192 0.050
H 1.464 -0.615 -3.694 0.201 -0.036 -0.111
C 1.893 -0.037 4.218 0.659 -0.116 -1.380
C 2.413 -1.458 3.901 -1.593 1.020 0.334
C 3.884 -1.524 3.641 0.403 0.172 0.001
O 1.985 -2.370 4.886 -0.025 -0.556 0.286
H 0.831 0.126 4.033 -0.127 -0.499 0.556
H 2.338 0.543 3.411 0.286 0.626 0.194
H 2.220 0.352 5.182 -0.037 -0.069 -0.002
H 1.888 -1.765 2.996 -0.009 -0.202 -0.083
H 4.158 -2.572 3.760 0.385 0.096 -0.339
H 4.484 -0.900 4.304 -0.083 -0.101 0.408
H 4.096 -1.123 2.650 0.093 -0.359 -0.188
H 2.364 -2.097 5.724 0.026 -0.004 0.185
C 2.924 -3.482 0.330 0.092 0.261 -0.730
C 3.474 -2.975 -0.992 -0.734 0.066 -0.071
C 3.780 -4.011 -2.105 1.164 1.317 0.358
O 2.431 -2.146 -1.483 -0.758 0.896 -0.639
H 2.064 -4.067 0.004 0.132 -0.711 0.716
H 2.507 -2.626 0.859 0.221 0.043 0.150
H 3.695 -3.946 0.945 -0.399 -0.486 -0.046
H 4.293 -2.277 -0.819 0.592 -0.521 0.056
H 4.557 -3.476 -2.651 0.772 -0.638 -0.078
H 3.068 -4.072 -2.928 -0.813 -0.391 0.806
H 4.130 -4.960 -1.698 -0.027 -0.008 -0.368
H 2.835 -1.324 -1.769 -0.245 0.133 -0.054


Number 1: M 101.1 Da. Number 2: M 346.3 Da. Number 3: M 927.4 Da. Number 4: M 1083.7 Da.